{"formula": "C3H3LiO2Tl", "method": "the ωB97M-V functional and the def2-TZVPD basis", "elements": ["O", "C", "C", "Tl", "H", "H", "H", "O", "C", "Li"], "xyz": [[0.011, 0.811, -0.967], [0.708, 0.800, -2.072], [1.473, 1.796, -2.581], [-1.740, 1.792, 0.113], [0.609, -0.118, -2.685], [1.740, 1.785, -3.639], [1.622, 2.729, -2.029], [-0.724, -1.242, 2.686], [-1.425, -0.366, 2.548], [1.124, -2.395, 1.759]], "e_homo_ev": -10.01, "gap_ev": 4.768, "molar_mass_g_mol": 282.38, "charge": 1, "lumo_ev": -5.243, "multiplicity": 1}

{"formula": "C5H16NO4", "method": "the ωB97M-V functional and the def2-TZVPD basis", "elements": ["O", "C", "C", "C", "C", "C", "N", "H", "H", "H", "H", "H", "H", "H", "H", "H", "H", "H", "H", "O", "H", "H", "O", "H", "H", "O"], "xyz": [[2.834, -2.191, 0.149], [1.688, -2.112, -0.157], [1.226, -0.631, -0.197], [1.126, -0.010, 1.220], [-0.030, -0.499, 1.996], [-0.377, -1.727, 2.385], [-0.046, -0.255, -0.911], [1.106, -3.023, -0.327], [2.061, -0.130, -0.682], [1.053, 1.064, 1.004], [2.077, -0.123, 1.740], [-0.663, 0.246, 2.484], [0.117, -2.605, 1.974], [-1.148, -1.928, 3.113], [-0.073, -0.740, -1.810], [-0.077, 0.761, -1.034], [-0.847, -0.562, -0.346], [2.754, 3.079, -0.057], [2.442, 2.908, 1.361], [2.019, 2.924, 0.513], [-2.812, 0.066, -2.512], [-2.289, -0.508, -3.621], [-1.898, -0.154, -2.818], [-3.098, 2.598, -1.572], [-3.781, 1.853, -0.528], [-3.364, 1.698, -1.367]], "e_homo_ev": -13.68, "gap_ev": 10.584, "molar_mass_g_mol": 154.19, "charge": 1, "lumo_ev": -3.092, "multiplicity": 1}

{"formula": "C32H55N5O9", "method": "the ωB97M-V functional and the def2-TZVPD basis", "elements": ["C", "H", "H", "H", "C", "C", "H", "H", "H", "C", "H", "H", "H", "O", "C", "H", "H", "C", "C", "N", "N", "C", "O", "C", "N", "C", "O", "C", "C", "C", "N", "C", "O", "O", "C", "C", "H", "H", "H", "C", "H", "H", "H", "C", "H", "H", "H", "C", "C", "H", "H", "H", "H", "H", "H", "H", "H", "H", "H", "H", "C", "C", "C", "O", "O", "C", "C", "H", "H", "H", "C", "H", "H", "H", "C", "H", "H", "H", "H", "H", "H", "H", "N", "C", "O", "O", "C", "C", "H", "H", "H", "C", "H", "H", "H", "C", "H", "H", "H", "H", "H"], "xyz": [[-4.545, -1.040, 4.234], [-5.157, -1.555, 3.498], [-5.188, -0.661, 5.024], [-3.852, -1.755, 4.670], [-3.801, 0.124, 3.564], [-4.809, 1.167, 3.072], [-4.281, 1.950, 2.535], [-5.518, 0.702, 2.393], [-5.345, 1.604, 3.909], [-2.832, 0.779, 4.554], [-2.051, 0.090, 4.867], [-2.360, 1.647, 4.099], [-3.378, 1.099, 5.438], [-3.151, -0.308, 2.366], [-2.145, -1.287, 2.453], [-2.444, -2.158, 1.859], [-1.971, -1.597, 3.486], [-0.816, -0.747, 1.875], [-0.821, -0.754, 0.388], [-1.447, -1.532, -0.430], [-1.117, -1.133, -1.678], [-0.303, -0.136, -1.545], [-0.078, 0.162, -0.261], [0.364, 0.627, -2.637], [0.774, -0.304, -3.666], [2.083, -0.611, -3.838], [2.969, 0.087, -3.390], [2.366, -1.826, -4.729], [3.794, -2.320, -4.450], [3.788, -3.281, -3.245], [2.632, -3.042, -2.414], [2.639, -2.233, -1.322], [1.619, -1.906, -0.750], [3.880, -1.911, -0.951], [4.101, -1.040, 0.186], [3.604, -1.703, 1.470], [3.772, -1.043, 2.315], [4.128, -2.642, 1.638], [2.539, -1.903, 1.398], [3.422, 0.311, -0.037], [3.619, 0.651, -1.052], [2.349, 0.223, 0.106], [3.813, 1.037, 0.670], [5.621, -0.870, 0.217], [5.909, -0.266, 1.072], [5.956, -0.383, -0.695], [6.102, -1.841, 0.291], [1.373, -3.392, -3.036], [1.390, -2.988, -4.520], [1.741, -3.824, -5.130], [0.382, -2.749, -4.859], [0.580, -2.881, -2.485], [1.211, -4.472, -2.939], [4.688, -3.157, -2.646], [3.733, -4.320, -3.585], [4.416, -1.451, -4.231], [4.201, -2.827, -5.326], [2.301, -1.468, -5.762], [0.061, -0.963, -3.938], [1.275, 1.085, -2.235], [-0.565, 1.717, -3.190], [-1.039, 2.654, -2.078], [-2.186, 2.085, -1.249], [-2.182, 2.055, -0.043], [-3.172, 1.709, -2.044], [-4.460, 1.250, -1.545], [-4.308, -0.013, -0.705], [-3.804, 0.193, 0.235], [-3.735, -0.762, -1.247], [-5.292, -0.419, -0.489], [-5.121, 2.371, -0.746], [-4.528, 2.604, 0.133], [-6.110, 2.057, -0.426], [-5.215, 3.267, -1.357], [-5.250, 0.954, -2.820], [-6.259, 0.644, -2.567], [-5.299, 1.841, -3.447], [-4.765, 0.159, -3.379], [-1.415, 3.578, -2.524], [-0.219, 2.903, -1.403], [-1.428, 1.250, -3.667], [-0.013, 2.282, -3.942], [-0.546, 0.594, 2.322], [0.428, 0.876, 3.214], [1.124, 0.039, 3.741], [0.477, 2.205, 3.422], [1.439, 2.762, 4.345], [1.178, 4.268, 4.290], [0.155, 4.480, 4.591], [1.321, 4.634, 3.277], [1.860, 4.789, 4.956], [1.192, 2.229, 5.756], [1.369, 1.157, 5.786], [1.863, 2.719, 6.457], [0.164, 2.424, 6.054], [2.862, 2.449, 3.881], [3.005, 2.799, 2.860], [3.035, 1.377, 3.913], [3.578, 2.945, 4.529], [-1.079, 1.340, 1.895], [0.010, -1.379, 2.230]], "e_homo_ev": -8.99, "gap_ev": 9.683, "molar_mass_g_mol": 653.82, "lumo_ev": 0.695, "multiplicity": 1}

{"formula": "CH3N3O2Si", "method": "the ωB97M-V functional and the def2-TZVPD basis", "elements": ["C", "N", "N", "N", "O", "O", "Si", "H", "H", "H"], "xyz": [[3.245, 0.250, -0.088], [4.023, 0.935, 0.350], [-2.704, 0.629, 0.085], [0.280, -0.726, 0.089], [-3.771, 0.038, 0.082], [-0.542, 0.206, 0.174], [1.815, -0.899, -0.357], [-2.083, 0.940, 0.929], [-2.220, 1.022, -0.789], [1.956, -2.396, -0.475]], "e_homo_ev": [-9.46, -8.04], "gap_ev": [8.279, 6.505], "molar_mass_g_mol": 117.14, "lumo_ev": [-1.181, -1.539], "multiplicity": 1}

{"formula": "C4H4N2", "method": "the ωB97M-V functional and the def2-TZVPD basis", "elements": ["C", "C", "N", "N", "C", "C", "H", "H", "H", "H"], "xyz": [[0.393, -0.960, 0.695], [-1.076, -0.830, 0.536], [-1.455, 0.024, -0.369], [-1.076, 0.857, -1.098], [0.914, 1.104, -0.534], [1.028, 0.153, 0.400], [0.812, -1.880, 1.082], [-1.790, -1.280, 1.202], [0.966, 2.180, -0.481], [1.285, 0.633, -1.433]], "e_homo_ev": -7.92, "gap_ev": 7.990, "molar_mass_g_mol": 80.09, "lumo_ev": 0.074, "multiplicity": 1}

{"formula": "H22HeO11", "method": "the ωB97M-V functional and the def2-TZVPD basis", "elements": ["He", "O", "H", "H", "O", "H", "H", "O", "H", "H", "O", "H", "H", "O", "H", "H", "O", "H", "H", "O", "H", "H", "O", "H", "H", "O", "H", "H", "O", "H", "H", "O", "H", "H"], "xyz": [[0.298, 0.309, -0.063], [-2.396, 0.900, -1.573], [-2.870, 0.081, -1.424], [-1.951, 1.073, -0.744], [0.676, 1.158, -2.913], [0.217, 0.531, -3.473], [0.231, 1.094, -2.067], [-3.207, -1.806, -1.542], [-3.563, -1.874, -2.428], [-2.258, -1.846, -1.661], [3.142, -0.641, -2.078], [2.738, -1.323, -2.614], [2.459, 0.023, -1.980], [4.086, 1.584, -0.081], [3.752, 0.752, -0.417], [3.303, 2.114, 0.069], [-1.633, -2.156, 2.265], [-1.119, -1.976, 3.052], [-2.206, -2.881, 2.513], [-2.497, 0.210, 1.102], [-2.227, -0.649, 1.425], [-3.447, 0.142, 1.004], [-2.091, 2.080, 3.297], [-2.218, 1.528, 2.525], [-1.493, 2.767, 3.004], [1.855, 3.282, 0.043], [1.384, 3.381, 0.871], [1.833, 4.154, -0.350], [0.012, -2.891, 0.009], [0.662, -2.197, 0.116], [-0.571, -2.792, 0.762], [2.651, -1.451, 1.154], [3.166, -0.790, 1.616], [3.282, -1.889, 0.582]], "e_homo_ev": -10.65, "gap_ev": 10.627, "molar_mass_g_mol": 202.17, "lumo_ev": -0.024, "multiplicity": 1}

{"formula": "C7H19NO", "method": "the ωB97M-V functional and the def2-TZVPD basis", "elements": ["C", "C", "C", "C", "N", "O", "H", "H", "H", "H", "H", "H", "H", "H", "H", "H", "H", "C", "C", "C", "H", "H", "H", "H", "H", "H", "H", "H"], "xyz": [[-0.321, 1.028, 1.121], [-1.067, 2.038, 0.254], [0.101, 1.614, 2.455], [2.264, 0.030, 0.884], [1.262, 0.814, 0.155], [-0.767, -0.182, 1.127], [-0.467, -0.778, -0.180], [1.656, 1.673, -0.217], [-0.498, 2.957, 0.120], [-0.795, 1.885, 3.013], [-2.014, 2.267, 0.741], [-1.312, 1.605, -0.714], [0.708, 2.507, 2.315], [0.644, 0.877, 3.043], [2.756, 0.642, 1.639], [1.732, -0.788, 1.368], [3.007, -0.392, 0.202], [-0.202, -1.468, -1.253], [-0.924, -0.785, -2.418], [-0.886, -2.794, -0.902], [0.800, -1.727, -1.622], [0.826, 0.157, -0.599], [-1.907, -0.430, -2.099], [-0.322, -3.319, -0.128], [-1.872, -2.587, -0.476], [-0.356, 0.072, -2.789], [-1.058, -1.454, -3.274], [-0.990, -3.461, -1.765]], "e_homo_ev": -8.09, "gap_ev": 8.793, "molar_mass_g_mol": 133.24, "lumo_ev": 0.704, "multiplicity": 1}

{"formula": "C4H7NO", "method": "the ωB97M-V functional and the def2-TZVPD basis", "elements": ["O", "C", "C", "C", "C", "N", "H", "H", "H", "H", "H", "H", "H"], "xyz": [[2.038, 1.213, 0.101], [0.912, 0.556, -0.351], [0.632, -0.891, -0.006], [-0.922, -0.981, -0.015], [-1.360, 0.464, -0.054], [-0.269, 1.201, -0.262], [1.091, -1.593, -0.710], [1.049, -1.124, 0.989], [-1.257, -1.520, -0.912], [-1.332, -1.521, 0.847], [-2.334, 0.836, -0.342], [2.050, 1.152, 1.073], [-0.299, 2.210, -0.357]], "e_homo_ev": [-6.41, -6.54], "gap_ev": [7.156, 7.482], "molar_mass_g_mol": 85.11, "lumo_ev": [0.744, 0.940], "multiplicity": 1}

{"formula": "C10H21N5O4", "method": "the ωB97M-V functional and the def2-TZVPD basis", "elements": ["H", "N", "C", "N", "N", "C", "C", "C", "C", "N", "C", "O", "C", "N", "C", "C", "O", "C", "O", "O", "H", "H", "H", "H", "H", "H", "H", "H", "H", "H", "H", "H", "H", "H", "H", "H", "H", "H", "H", "H"], "xyz": [[-0.274, -1.353, -1.814], [-1.272, -1.194, -1.886], [-1.855, -1.698, -0.791], [-3.181, -1.885, -0.910], [-1.251, -1.868, 0.423], [-1.801, -1.578, 1.801], [-2.193, -0.119, 2.088], [-1.069, 0.824, 1.726], [-0.723, 0.980, 0.195], [0.456, 1.754, -0.282], [1.745, 1.316, 0.047], [2.647, 2.064, 0.270], [1.926, -0.097, 0.122], [1.578, -0.745, -1.185], [3.441, -0.415, 0.350], [3.740, -1.899, 0.575], [4.220, 0.118, -0.707], [-2.047, 1.692, -0.451], [-2.717, 2.454, 0.155], [-2.380, 1.212, -1.644], [-3.705, -1.922, -0.055], [-3.657, -1.682, -1.740], [-0.286, -2.169, 0.377], [-0.945, -1.626, 2.417], [-2.499, -2.364, 2.155], [-3.024, 0.220, 1.420], [-2.371, 0.047, 3.100], [-0.158, 0.393, 2.242], [-1.300, 1.856, 2.057], [-0.750, 0.005, -0.241], [0.348, 2.776, -0.208], [1.369, -0.469, 0.953], [2.162, -0.155, -1.847], [2.116, -1.653, -1.121], [3.719, 0.098, 1.303], [3.700, -2.396, -0.439], [4.708, -2.002, 1.040], [3.071, -2.325, 1.280], [4.209, 1.081, -0.526], [-1.889, 0.391, -2.045]], "e_homo_ev": -8.94, "gap_ev": 9.220, "molar_mass_g_mol": 275.31, "smiles": "[H]/N=C(/N)NCCC[C@H](NC(=O)[C@@H](N)[C@@H](C)O)C(=O)O", "lumo_ev": 0.282, "multiplicity": 1}

{"formula": "C33H32F15NO10", "method": "the ωB97M-V functional and the def2-TZVPD basis", "elements": ["C", "C", "C", "C", "C", "C", "C", "N", "C", "O", "C", "C", "C", "C", "C", "C", "F", "F", "F", "C", "C", "O", "C", "H", "H", "H", "H", "H", "H", "H", "H", "H", "H", "H", "H", "C", "C", "O", "C", "O", "C", "F", "F", "F", "H", "H", "H", "H", "H", "C", "C", "O", "C", "O", "C", "F", "F", "F", "H", "H", "H", "H", "H", "C", "C", "O", "C", "O", "C", "F", "F", "F", "H", "H", "H", "H", "H", "C", "C", "O", "C", "O", "C", "F", "F", "F", "H", "H", "H", "H", "H"], "xyz": [[4.877, -5.114, 1.503], [4.745, -3.743, 0.564], [6.179, -3.159, -0.037], [6.133, -1.820, -0.991], [4.661, -1.159, -1.300], [3.216, -1.743, -0.716], [1.848, -0.966, -1.179], [1.036, -0.366, -0.053], [-0.122, 0.359, -0.771], [-0.195, 1.657, -1.077], [-1.247, -0.809, -1.009], [-2.476, -0.969, -2.083], [-3.392, -2.361, -1.937], [-3.048, -3.450, -0.727], [-1.804, -3.238, 0.365], [-1.472, -4.296, 1.584], [-0.042, -4.345, 1.978], [-1.953, -5.682, 1.302], [-2.273, -3.826, 2.774], [-0.892, -1.890, 0.172], [0.423, -1.313, 0.963], [0.903, -1.514, 2.193], [3.267, -3.089, 0.260], [5.935, -5.159, 2.000], [3.978, -5.249, 2.243], [4.828, -6.021, 0.730], [7.196, -3.700, 0.197], [7.124, -1.357, -1.465], [4.631, -0.206, -1.983], [2.187, -0.052, -1.866], [1.255, -1.691, -1.888], [-2.660, -0.147, -2.898], [-4.289, -2.560, -2.696], [-3.706, -4.428, -0.640], [2.270, -3.552, 0.714], [-1.207, 4.592, -1.165], [-2.664, 4.181, -1.272], [-3.513, 5.338, -1.296], [-3.645, 5.967, -2.507], [-3.081, 5.596, -3.534], [-4.610, 7.146, -2.400], [-4.383, 7.915, -1.297], [-5.909, 6.738, -2.317], [-4.543, 7.989, -3.469], [-1.054, 5.243, -0.298], [-0.563, 3.714, -1.066], [-0.889, 5.157, -2.046], [-2.945, 3.597, -0.390], [-2.842, 3.547, -2.149], [-6.303, 8.169, 0.962], [-6.484, 9.661, 1.170], [-7.814, 10.062, 0.809], [-8.785, 9.855, 1.755], [-8.571, 9.353, 2.856], [-10.136, 10.369, 1.261], [-10.403, 10.003, -0.026], [-10.207, 11.731, 1.291], [-11.184, 9.917, 2.007], [-6.562, 7.889, -0.065], [-5.268, 7.873, 1.159], [-6.959, 7.595, 1.623], [-5.798, 10.208, 0.515], [-6.251, 9.957, 2.199], [-1.981, -7.839, -0.505], [-0.611, -7.721, -1.149], [-0.564, -8.470, -2.372], [-1.092, -7.856, -3.479], [-1.590, -6.733, -3.464], [-0.932, -8.740, -4.714], [-1.267, -10.041, -4.479], [0.354, -8.756, -5.169], [-1.701, -8.335, -5.763], [-2.249, -8.892, -0.363], [-1.997, -7.337, 0.466], [-2.755, -7.396, -1.137], [0.145, -8.149, -0.483], [-0.334, -6.674, -1.320], [7.919, -0.448, 5.304], [9.289, -0.330, 4.660], [9.336, -1.079, 3.437], [8.808, -0.465, 2.331], [8.310, 0.658, 2.345], [8.968, -1.349, 1.095], [8.633, -2.650, 1.330], [10.254, -1.365, 0.640], [8.199, -0.944, 0.046], [7.651, -1.501, 5.446], [7.903, 0.054, 6.275], [7.145, -0.005, 4.672], [10.045, -0.758, 5.326], [9.566, 0.717, 4.489]], "e_homo_ev": -8.41, "gap_ev": 6.303, "molar_mass_g_mol": 887.59, "smiles": "Cc1cccc(CN2C(=O)c3cccc(C(F)(F)F)c3C2=O)c1.CCOC(=O)C(F)(F)F.CCOC(=O)C(F)(F)F.CCOC(=O)C(F)(F)F.CCOC(=O)C(F)(F)F", "lumo_ev": -2.109, "multiplicity": 1}

{"formula": "C3H12NO3S", "method": "the ωB97M-V functional and the def2-TZVPD basis", "elements": ["C", "O", "C", "C", "S", "N", "H", "H", "H", "H", "H", "H", "H", "H", "H", "H", "O", "H", "H", "O"], "xyz": [[-0.387, -1.892, -0.060], [-1.692, -1.379, -0.206], [0.613, -0.745, 0.121], [2.044, -1.013, -0.378], [2.799, 0.448, -1.252], [0.574, -0.325, 1.513], [-0.276, -2.599, 0.775], [-0.192, -2.479, -0.976], [0.183, 0.094, -0.440], [2.008, -1.811, -1.121], [2.685, -1.213, 0.475], [1.982, 1.296, -0.590], [0.150, -1.050, 2.077], [-0.123, 0.436, 1.512], [-1.428, 2.658, -0.927], [-1.866, 4.058, -0.748], [-1.326, 3.534, -1.344], [-1.707, -0.484, 0.205], [-2.446, 1.362, 0.506], [-1.595, 1.103, 0.858]], "e_homo_ev": -4.53, "gap_ev": 7.922, "molar_mass_g_mol": 142.20, "charge": -1, "lumo_ev": 3.397, "multiplicity": 1}

{"formula": "C4H9BCdO5", "method": "the ωB97M-V functional and the def2-TZVPD basis", "elements": ["C", "B", "O", "O", "C", "O", "O", "C", "C", "O", "H", "H", "H", "H", "H", "H", "H", "H", "H", "Cd"], "xyz": [[2.447, -0.499, 0.143], [1.245, -0.423, -0.996], [0.651, -1.573, -1.357], [0.875, 0.779, -1.508], [0.294, 1.519, -0.482], [0.978, 2.170, 0.186], [-1.005, 1.466, -0.339], [-1.436, 0.583, 0.714], [-2.473, -0.440, 0.175], [-3.316, 0.122, -0.767], [3.465, -0.324, -0.326], [2.371, -1.476, 0.640], [2.156, 0.283, 0.946], [0.156, -1.902, -0.583], [-0.612, -0.010, 1.154], [-1.888, 1.153, 1.523], [-3.108, -0.698, 1.023], [-1.997, -1.370, -0.178], [-2.829, 0.418, -1.546], [4.027, 0.221, 1.578]], "e_homo_ev": -16.12, "gap_ev": 2.530, "molar_mass_g_mol": 260.34, "charge": 2, "lumo_ev": -13.585, "multiplicity": 1}